1.
# C2H5IO

A 2-piece molecular cluster, C2H5IO overall in a non-equilibrium geometry (ωB97M-V/def2-TZVPD, the OMol25 dataset).

Output
Net charge ... 0
Electronic energy ... -452.07531 hartree
ΔE to the lowest compared entry with this formula, charge and spin ... 123.23 kJ/mol
E_LUMO (spin up / spin down) ... -1.59 / -1.71 eV

```
9
Properties=species:S:1:pos:R:3:forces:R:3
H 0.4340 -1.3999 0.4579 0.11 0.07 0.02
H 0.5494 0.8278 1.5483 0.03 0.15 0.10
I 3.5509 -0.0176 -0.0059 -1.20 0.27 0.21
H -1.1502 -0.7397 0.0567 -0.15 0.17 0.09
C -0.0712 -0.5924 -0.0620 0.01 -0.06 -0.21
C 0.3175 0.7111 0.5012 1.06 0.46 -1.00
H 0.1612 -0.6542 -1.1248 0.05 0.02 0.02
O 0.1750 1.8446 -0.1394 0.04 -0.96 0.65
H 0.0230 1.7198 -1.0918 0.04 -0.13 0.11
```
Positions in Å, forces in eV/Å.

***

2.
# C5H6N2O5S

One molecule with the formula C5H6N2O5S in a non-equilibrium geometry (ωB97M-V/def2-TZVPD, the OMol25 dataset).

Output
Net charge ... 0
Electronic energy ... -1077.69912 hartree
ΔE to the lowest compared entry with this formula, charge and spin ... 765.08 kJ/mol
E_LUMO (spin up / spin down) ... -1.48 / -0.89 eV

```
19
Properties=species:S:1:pos:R:3:forces:R:3
H -1.3392 2.4426 1.1882 -0.77 -0.65 -2.36
O 2.0835 -0.7463 -1.4730 -0.28 -0.12 1.50
H 2.8330 1.0829 -1.2502 -1.14 1.48 1.38
H -0.6702 2.6314 -0.5489 -1.16 -0.01 0.71
C -1.4125 2.0434 0.0792 0.60 -0.34 -0.54
H 1.6501 1.4515 1.2051 -0.56 -0.19 2.00
C -0.0239 -1.6105 0.0739 2.94 0.42 -0.24
N -2.4454 -1.0121 -0.0097 1.35 1.03 0.06
C 1.9394 0.8785 0.3848 -1.44 0.37 -0.80
N 0.0294 -2.8250 0.1577 -2.52 -0.74 -0.01
O 2.4564 -1.6650 0.8492 0.51 -0.09 0.31
H 0.8292 -3.4032 0.2793 1.01 0.20 0.06
O -3.2011 -0.2709 -0.5747 -1.10 0.41 -0.83
O -2.7320 -1.9275 0.6905 -0.33 -1.27 0.60
C -0.7617 0.7206 0.0479 1.55 -0.72 0.41
H -2.4110 1.9093 -0.5177 1.45 0.86 1.69
C -0.9880 -0.5811 -0.0552 -2.21 1.09 0.33
S 1.7086 -0.8227 -0.0374 0.57 0.32 -1.74
O 2.4554 1.7043 -0.4888 1.53 -2.06 -2.56
```
Positions in Å, forces in eV/Å.

***

3.
# C7H7N

A 2-piece molecular cluster, C7H7N overall in a non-equilibrium geometry (ωB97M-V/def2-TZVPD, the OMol25 dataset).

Output
Net charge ... 0
Electronic energy ... -325.37018 hartree
ΔE to the lowest compared entry with this formula, charge and spin ... 757.48 kJ/mol
E_LUMO (spin up / spin down) ... -0.88 / -1.21 eV

```
15
Properties=species:S:1:pos:R:3:forces:R:3
H 2.9612 -0.6705 -1.0177 -0.85 -0.38 0.52
C -2.3915 -0.7248 0.6911 1.23 -0.67 0.85
C 1.8992 -0.1731 0.9303 -2.16 -0.25 0.90
H 1.7266 -1.8529 -0.2886 -0.81 -0.72 -0.96
C 0.9585 1.5214 -0.9806 0.63 -0.37 0.11
H -3.1732 1.3052 0.0885 0.82 -0.83 -0.73
C 2.0212 -0.8460 -0.4375 1.89 1.22 0.27
C -2.6583 0.3855 -0.3249 -1.51 0.87 -2.75
H -2.9143 -1.3508 1.4808 0.90 0.94 -1.50
N 0.8268 2.4652 -1.6203 -0.34 0.98 -0.53
H -2.8877 0.1216 -1.4555 -0.19 0.69 2.35
C -1.3684 -0.1376 0.1082 -0.16 -0.80 1.49
C 1.2042 0.3695 -0.2817 -1.18 -1.96 1.63
H 2.6615 0.3417 1.5072 0.04 0.11 -0.47
H 1.1342 -0.7546 1.6008 1.70 1.18 -1.18
```
Positions in Å, forces in eV/Å.

***

4.
# C22H27N7O

One molecule with the formula C22H27N7O (ωB97M-V/def2-TZVPD, the OMol25 dataset).

Output
Net charge ... 0
Electronic energy ... -1313.11744 hartree
SMILES ... COc1ccccc1Nc1nc(N)nc(CN2CCN(Cc3ccccc3)CC2)n1
ΔE to the lowest compared entry with this formula, charge and spin ... 0.00 kJ/mol
E_LUMO ... 0.82 eV

```
57
Properties=species:S:1:pos:R:3:forces:R:3
H 3.9249 1.6439 -2.0783 0.02 0.08 0.06
C 5.4868 -2.0959 0.3937 0.09 -0.06 0.08
H -6.2883 1.9812 -0.7185 0.00 0.03 0.00
C -3.6848 -4.9971 -0.1459 -0.11 -0.27 -0.01
H -1.1815 -5.2474 0.2254 -0.07 -0.08 0.00
C 0.3155 -3.7308 0.3263 0.12 0.05 0.01
C 0.9401 2.0267 1.2813 0.35 -0.08 0.09
C 4.4755 0.3417 -0.4898 0.15 0.03 0.01
C 0.3479 2.8061 -0.8919 0.26 0.15 -0.23
C -2.0239 -3.2892 -0.0046 -0.02 0.13 0.01
C 6.1185 -0.9147 0.7406 0.10 -0.09 0.07
C 5.6135 0.2980 0.3021 -0.06 0.06 -0.08
C -2.2024 2.3229 0.4919 -0.47 0.08 -0.17
H 3.8525 -2.9806 -0.6697 -0.05 -0.07 -0.03
C 0.5910 -2.3797 0.2656 0.02 -0.18 0.01
H 1.9147 2.6495 -2.3587 0.02 0.02 0.03
C 2.4051 2.0114 0.8566 -0.19 -0.11 0.27
H 7.0065 -0.9362 1.3558 0.06 -0.01 0.05
N -1.9319 1.0335 0.3483 0.33 -0.38 0.10
H 0.8792 2.2749 2.3444 0.00 -0.05 -0.01
C -0.9880 -4.1872 0.1824 -0.22 -0.08 -0.03
H 2.8703 2.9760 1.1335 0.01 -0.06 -0.01
H -5.6751 3.5630 -0.3008 -0.02 -0.02 -0.01
H -3.1889 -5.5397 -0.9572 -0.01 0.03 0.05
H 4.5218 2.4888 -0.6317 -0.03 -0.06 -0.06
C -1.7469 -1.9067 -0.0507 0.29 -0.26 0.09
N -4.1895 0.7366 -0.3018 -0.23 -0.09 -0.11
N 2.5163 1.7767 -0.5707 0.04 0.08 -0.07
O -3.3460 -3.6332 -0.1544 0.35 0.48 0.02
H 2.9285 1.2092 1.3827 -0.02 0.06 0.04
H -0.1899 3.5966 -1.4219 0.00 -0.02 -0.03
H 2.2413 3.8238 -1.0539 -0.01 -0.04 -0.04
C 3.9035 1.6425 -0.9833 -0.09 0.00 -0.04
H -1.4369 4.2734 0.6257 -0.05 -0.13 0.11
H 2.9561 -0.8103 -1.4429 -0.13 -0.01 -0.06
H -3.7014 -1.5204 -0.4513 0.10 0.15 0.02
H 0.5083 1.0293 1.1318 0.06 0.06 0.08
C 3.8462 -0.8490 -0.8334 0.05 0.02 0.00
H -3.4375 -5.4674 0.8112 0.01 0.03 -0.05
H -0.2370 -0.4184 -0.0007 0.04 -0.01 -0.01
C -1.1304 3.2772 0.9626 0.16 0.25 -0.01
H -1.1470 3.2791 2.0572 -0.04 0.05 -0.02
H -0.0788 1.8327 -1.1817 0.03 0.10 -0.03
N -3.3777 2.8843 0.2555 0.00 0.44 0.07
H 1.6025 -2.0206 0.3719 0.10 0.04 0.01
C 1.8205 2.8282 -1.2843 -0.28 0.02 -0.14
C 4.3478 -2.0603 -0.3944 -0.05 -0.05 -0.05
N 0.2298 3.0466 0.5326 -0.12 -0.19 0.05
C -4.3451 2.0445 -0.1313 0.28 -0.36 0.12
N -5.5659 2.5669 -0.3429 -0.16 0.07 -0.05
N -2.8279 -1.0547 -0.2387 -0.49 -0.36 -0.15
H 1.1095 -4.4453 0.4828 0.07 -0.06 0.02
H 5.8808 -3.0417 0.7361 0.03 -0.07 0.03
H 6.1102 1.2182 0.5773 0.02 0.10 0.02
C -0.4367 -1.4731 0.0651 -0.04 0.05 -0.04
C -2.9583 0.2763 -0.0549 -0.25 0.58 0.05
H -4.7631 -5.0332 -0.2953 0.08 -0.06 0.02
```
Positions in Å, forces in eV/Å.

***

5.
# C5H16N7O8P2Pd

C5H16N7O8P2Pd as an isolated structure (ωB97M-V/def2-TZVPD, the OMol25 dataset).

Output
Net charge ... +1
Spin multiplicity ... 3
Electronic energy ... -1995.87694 hartree
ΔE to the lowest compared entry with this formula, charge and spin ... 0.00 kJ/mol
E_LUMO (spin up / spin down) ... -2.21 / -5.54 eV

```
39
Properties=species:S:1:pos:R:3:forces:R:3
H -1.4829 -5.7009 -0.6613 0.03 -0.03 0.02
O 3.1850 2.3253 -1.4844 -0.03 0.08 -0.03
Pd 0.0855 -0.3425 -0.1966 -0.09 -0.64 -0.32
N -0.7957 -5.5330 -1.3866 -0.06 0.04 -0.06
P 2.6367 0.9289 0.5637 0.00 0.20 0.49
O 4.1062 1.1358 1.1004 0.18 -0.09 -0.40
H -3.3225 0.0878 2.2861 -0.01 0.00 -0.01
H -0.1523 -6.3100 -1.4822 0.00 -0.01 0.02
H 2.8468 1.7539 -2.1870 0.01 -0.02 0.02
N 0.4026 -2.5185 -0.3852 -0.05 0.15 -0.40
N 1.2189 -4.3209 -1.3401 0.02 -0.01 0.02
N -2.6312 0.0326 1.5591 -0.01 -0.02 0.13
C -2.8586 -0.6752 0.4304 -0.04 0.35 0.12
O -0.3091 1.7101 0.1393 0.03 0.11 0.12
N -0.0566 -4.4213 -1.0446 0.00 0.00 0.07
N -0.5925 -3.3837 -0.4953 -0.05 -0.05 0.06
O 0.5505 1.0887 -2.0901 0.08 0.05 0.08
H 3.4653 3.7642 0.6888 0.00 0.00 0.00
H -1.9752 0.7979 1.4894 0.01 0.04 -0.08
C 1.4867 -3.0959 -0.9183 0.12 -0.02 0.15
O 2.3630 -0.3219 -0.2061 -0.18 0.06 0.11
O 0.0366 3.6050 -1.6396 0.00 -0.03 -0.11
C 2.2206 2.3961 -0.4313 0.01 -0.04 0.02
P 0.4613 2.3585 -1.0141 0.01 0.03 0.16
O -2.0202 -0.6667 -0.5023 0.04 -0.22 -0.22
H 2.4536 -2.6281 -0.9667 -0.02 0.03 -0.04
C 2.4375 3.6946 0.3338 -0.03 0.02 -0.01
H 1.7544 3.7675 1.1820 0.00 0.00 0.00
H -5.2863 -0.4435 1.6666 0.00 0.00 -0.02
C -5.0743 -1.4355 1.2671 -0.03 0.04 0.03
H -4.0243 -1.9588 -0.5150 -0.02 0.02 -0.03
H 2.0870 1.4748 2.6167 0.00 -0.01 -0.01
H -4.8643 -2.1223 2.0887 0.01 0.02 0.01
H 4.7656 1.3097 0.4109 -0.02 0.02 0.04
H 2.2322 4.5276 -0.3361 0.01 0.00 0.00
O 1.8354 0.8439 1.9294 0.02 0.09 0.03
H -5.9729 -1.7674 0.7547 0.01 -0.03 0.01
N -3.9878 -1.3801 0.3073 0.09 -0.06 -0.02
H 0.0857 1.2886 -2.9167 -0.06 -0.06 0.06
```
Positions in Å, forces in eV/Å.

***

6.
# C13H11N5O2PtS4

C13H11N5O2PtS4 as an isolated structure (ωB97M-V/def2-TZVPD, the OMol25 dataset).

Output
Net charge ... 0
Spin multiplicity ... 3
Electronic energy ... -2638.19455 hartree
ΔE to the lowest compared entry with this formula, charge and spin ... 67.63 kJ/mol
E_LUMO (spin up / spin down) ... -0.37 / -2.09 eV

```
36
Properties=species:S:1:pos:R:3:forces:R:3
H -1.3728 -2.6011 -2.2898 0.03 0.01 -0.03
H 3.9225 -1.7680 -0.2502 0.03 -0.01 -0.03
N -1.9513 -0.3566 -1.1410 0.09 0.01 0.00
S -0.4977 3.8894 0.6869 0.09 0.02 0.00
N -0.7484 -3.4772 3.7102 0.01 0.05 -0.02
H 4.9334 -0.3238 0.0109 0.00 0.05 -0.01
C 0.4344 2.6417 -0.0338 -0.01 0.14 0.04
C -2.7999 -1.3050 -1.4252 -0.05 0.02 -0.02
O -0.3089 -1.6259 0.8058 0.10 0.65 -0.28
N 1.7020 0.2087 4.5052 -0.06 -0.07 -0.05
C -2.4382 -2.5982 -2.0715 -0.03 0.04 0.05
S -4.3942 -0.9079 -0.9409 -0.02 -0.05 -0.02
S 1.6455 0.4541 -3.0829 -0.19 0.04 0.27
C 1.1055 -0.4692 3.7916 -0.09 -0.10 -0.08
H 3.3864 -0.5026 0.8797 -0.06 -0.04 -0.02
H 2.1754 2.5368 -1.2359 -0.01 0.01 0.02
C -2.5303 0.7193 -0.4983 0.11 -0.03 -0.06
C 3.9168 -0.7003 -0.0530 -0.02 0.05 0.09
H -2.8870 3.3517 0.8067 0.04 -0.03 -0.03
C 1.9092 2.7499 -0.1997 -0.02 -0.08 0.00
H 2.2625 3.7404 0.0797 -0.01 -0.01 0.00
C -3.8625 0.5930 -0.3164 -0.17 -0.01 0.04
S 1.8148 -2.1629 -1.6269 -0.26 0.30 0.34
C 2.2999 -0.5178 -1.8271 0.74 0.04 -0.57
H -2.6575 -3.4297 -1.4016 0.01 0.01 0.01
N 0.3292 -0.8787 1.6387 -0.13 -0.41 0.16
O 3.2951 0.0305 -1.1210 0.11 -0.19 -0.13
N -0.2950 1.6274 -0.3998 -0.17 -0.41 0.22
H -2.9968 -2.7431 -2.9957 0.00 0.01 0.00
C 0.3713 -1.3000 2.8732 0.22 0.21 0.40
Pt 0.1856 -0.4350 -1.1691 -0.33 -0.39 -0.12
H 2.4061 2.0067 0.4248 -0.03 0.01 0.02
C -1.6335 1.8019 -0.1093 0.08 -0.06 -0.15
C -0.2489 -2.5108 3.3377 0.03 0.10 -0.14
C -1.9277 2.9795 0.4847 -0.06 0.16 0.08
H -4.5451 1.2827 0.1533 0.04 -0.03 -0.02
```
Positions in Å, forces in eV/Å.